Entry 1:
A 8-piece molecular cluster, C24H64O8 overall, computed with the ωB97M-V functional and the def2-TZVPD basis.

The geometry in ORCA input format:
```
! wB97M-V def2-TZVPD RIJCOSX def2/J DEFGRID3
* xyz 0 1
C -4.326 -7.554 -1.258
C -3.606 -6.610 -0.339
C -3.525 -7.079 1.105
O -2.262 -6.451 -0.799
H -3.880 -8.542 -1.372
H -4.433 -6.995 -2.187
H -5.357 -7.631 -0.914
H -4.024 -5.604 -0.390
H -3.187 -8.113 1.045
H -4.505 -7.116 1.581
H -2.836 -6.544 1.759
H -2.065 -5.511 -0.777
C -2.079 8.850 -0.835
C -3.089 7.984 -0.199
C -2.418 6.706 0.375
O -3.781 8.740 0.776
H -2.442 9.551 -1.586
H -1.441 8.236 -1.472
H -1.567 9.377 -0.030
H -3.788 7.582 -0.934
H -2.067 6.077 -0.443
H -3.115 5.956 0.749
H -1.590 6.863 1.067
H -3.069 8.837 1.413
C 1.837 -2.069 0.881
C 0.438 -1.562 0.665
C 0.272 -0.111 0.845
O 0.321 -1.649 -0.746
H 2.063 -2.058 1.947
H 2.588 -1.518 0.315
H 1.958 -3.144 0.745
H -0.328 -2.156 1.163
H 1.123 0.412 0.410
H 0.301 0.183 1.894
H -0.611 0.303 0.358
H 1.065 -1.136 -1.070
C 2.010 5.810 -6.993
C 0.966 4.773 -6.634
C 0.992 4.561 -5.108
O -0.269 5.406 -6.953
H 2.995 5.490 -6.654
H 1.729 6.695 -6.422
H 2.029 6.101 -8.043
H 1.175 3.887 -7.234
H 2.006 4.326 -4.787
H 0.395 3.735 -4.721
H 0.766 5.501 -4.604
H -0.210 5.749 -7.848
C 7.265 2.068 -4.641
C 7.295 2.018 -3.089
C 7.252 3.471 -2.506
O 6.089 1.449 -2.622
H 6.377 2.626 -4.935
H 7.050 1.161 -5.206
H 8.151 2.600 -4.987
H 8.104 1.386 -2.724
H 8.124 4.044 -2.824
H 7.234 3.455 -1.417
H 6.407 4.101 -2.782
H 6.032 0.612 -3.088
C -3.764 0.702 6.763
C -3.407 0.347 8.205
C -2.260 1.212 8.713
O -4.480 0.682 9.000
H -3.062 0.285 6.040
H -3.863 1.753 6.494
H -4.756 0.306 6.543
H -3.328 -0.724 8.390
H -2.542 2.241 8.489
H -1.327 0.992 8.194
H -1.959 1.147 9.759
H -5.222 0.217 8.606
C -10.271 -2.612 1.651
C -8.835 -3.033 1.830
C -7.839 -1.959 1.453
O -8.558 -3.487 3.128
H -10.602 -2.424 0.630
H -10.499 -1.774 2.309
H -10.898 -3.464 1.914
H -8.670 -3.850 1.127
H -6.798 -2.172 1.697
H -8.228 -1.095 1.992
H -7.998 -1.776 0.390
H -8.428 -4.432 3.233
C 9.605 -4.080 -0.046
C 9.555 -5.605 -0.538
C 8.582 -6.471 0.240
O 9.043 -5.480 -1.885
H 10.307 -3.554 -0.693
H 9.851 -4.066 1.016
H 8.584 -3.706 -0.114
H 10.560 -6.024 -0.505
H 7.580 -6.057 0.358
H 8.895 -6.615 1.274
H 8.666 -7.491 -0.134
H 9.826 -5.462 -2.441
*
```

Its SMILES is CC(C)O.CC(C)O.CC(C)O.CC(C)O.CC(C)O.CC(C)O.CC(C)O.CC(C)O. The calculation puts the HOMO energy at -10.02 eV. The value obtained for the energy relative to the best compared isomer or geometry (same formula, charge and spin) is 416.52 kJ/mol. For the gap between HOMO and LUMO, the calculation gives 0.3814 hartree.

Entry 2:
The molecule C3H4BrNO, computed with the ωB97M-V functional and the def2-TZVPD basis.

The geometry in ORCA input format:
```
! wB97M-V def2-TZVPD RIJCOSX def2/J DEFGRID3
* xyz 0 1
C 0.050 -1.651 -0.172
C 0.868 0.823 -0.004
C -0.620 0.678 0.079
N 0.248 -0.412 0.454
O -1.049 -2.037 -0.369
Br -1.544 1.422 1.571
H 1.058 -2.069 -0.318
H 1.125 0.903 -1.045
H 1.251 1.612 0.548
H -1.387 0.731 -0.745
*
```

Its SMILES is O=CN1C[C@@H]1Br. The calculation puts the HOMO energy at -10.08 eV. The value obtained for the energy relative to the best compared isomer or geometry (same formula, charge and spin) is 162.52 kJ/mol. For the gap between HOMO and LUMO, the calculation gives 0.3988 hartree.

Entry 3:
A 6-piece molecular cluster, CH14N2O5 overall, computed with the ωB97M-V functional and the def2-TZVPD basis.

The geometry in ORCA input format:
```
! wB97M-V def2-TZVPD RIJCOSX def2/J DEFGRID3
* xyz 0 1
N -0.407 -1.811 -1.245
C -1.227 -1.055 -0.403
N -1.217 -1.209 0.848
H -0.850 -2.335 -1.978
H 0.289 -2.328 -0.735
H -1.778 -0.320 -0.992
H -1.795 -0.508 1.306
H 0.356 2.702 1.633
H -0.057 1.311 2.197
O -0.071 1.875 1.401
H 0.605 2.461 -0.488
H 0.415 2.416 -1.983
O 1.107 2.430 -1.315
H 1.181 0.221 3.986
H 0.217 -0.712 3.245
O 0.324 0.196 3.573
H 0.415 1.510 -5.098
H -1.065 1.537 -5.533
O -0.351 0.960 -5.271
H 2.020 -2.390 2.541
H 0.838 -2.596 1.718
O 1.054 -2.354 2.593
*
```

Its SMILES is [H]/N=C/N.O.O.O.O.O. The calculation puts the HOMO energy at -9.64 eV. The value obtained for the energy relative to the best compared isomer or geometry (same formula, charge and spin) is 70.62 kJ/mol. For the gap between HOMO and LUMO, the calculation gives 0.3773 hartree.

Entry 4:
A 9-piece molecular cluster, C27H54O9 overall, computed with the ωB97M-V functional and the def2-TZVPD basis.

The geometry in ORCA input format:
```
! wB97M-V def2-TZVPD RIJCOSX def2/J DEFGRID3
* xyz -1 2
C -3.880 2.057 0.357
C -5.167 2.713 0.884
O -6.172 2.766 0.146
C -5.164 3.265 2.370
H -3.229 1.815 1.197
H -3.424 2.726 -0.373
H -4.051 1.081 -0.097
H -4.356 3.972 2.554
H -5.161 2.468 3.113
H -6.057 3.837 2.623
C 0.946 -4.654 2.250
C -0.305 -3.997 1.699
O -0.522 -2.812 1.897
C -1.192 -4.815 0.826
H 1.487 -3.934 2.863
H 1.531 -4.817 1.345
H 0.635 -5.564 2.764
H -0.936 -4.767 -0.233
H -2.241 -4.554 0.963
H -1.109 -5.873 1.076
C 2.251 -4.086 -2.193
C 2.888 -5.328 -2.815
O 2.697 -6.429 -2.305
C 3.694 -5.066 -4.090
H 1.675 -4.429 -1.334
H 1.518 -3.485 -2.732
H 3.042 -3.395 -1.899
H 4.723 -4.821 -3.824
H 3.175 -4.282 -4.641
H 3.831 -6.022 -4.595
C -1.929 4.996 3.797
C -1.114 4.111 2.883
O -1.415 4.083 1.759
C 0.068 3.479 3.478
H -2.906 5.162 3.344
H -1.547 6.009 3.924
H -1.953 4.659 4.833
H 0.817 3.279 2.711
H -0.264 2.653 4.107
H 0.526 4.235 4.117
C -2.394 -1.233 4.720
C -2.602 0.203 5.297
O -2.667 1.142 4.545
C -2.774 0.324 6.817
H -2.063 -1.210 3.681
H -3.382 -1.649 4.524
H -1.683 -1.735 5.377
H -1.751 0.422 7.179
H -3.228 -0.597 7.184
H -3.293 1.260 7.023
C 6.072 -1.020 -1.586
C 5.277 -1.243 -2.785
O 4.118 -0.795 -2.800
C 5.933 -1.932 -4.005
H 6.713 -1.893 -1.463
H 5.452 -0.886 -0.700
H 6.540 -0.081 -1.882
H 5.742 -3.004 -3.949
H 7.009 -1.757 -3.993
H 5.562 -1.474 -4.922
C -0.958 3.781 -1.787
C 0.401 3.521 -2.401
O 0.562 3.398 -3.604
C 1.512 3.258 -1.380
H -1.304 2.819 -1.410
H -1.548 4.168 -2.618
H -0.852 4.640 -1.125
H 1.084 3.053 -0.398
H 2.252 4.044 -1.232
H 2.056 2.363 -1.681
C -0.120 -0.207 -4.470
C -1.607 -0.082 -4.775
O -2.230 -0.979 -5.383
C -2.193 1.347 -4.505
H 0.024 -1.201 -4.048
H 0.218 0.556 -3.768
H 0.425 -0.223 -5.413
H -3.073 1.566 -5.109
H -1.468 2.060 -4.899
H -2.331 1.518 -3.437
C 1.540 -0.609 -0.152
C 0.169 0.002 -0.277
O -0.564 -0.055 -1.259
C -0.338 0.933 0.899
H 1.922 -0.786 -1.158
H 1.514 -1.573 0.354
H 2.178 0.075 0.408
H 0.514 1.476 1.307
H -0.743 0.354 1.729
H -1.037 1.705 0.580
*
```

Its expectation value of S² is 0.7503. The calculation puts the HOMO energy (alpha / beta) at 0.59 / -7.10 eV. The value obtained for the energy relative to the best compared isomer or geometry (same formula, charge and spin) is 64.25 kJ/mol. For the gap between HOMO and LUMO (alpha / beta), the calculation gives 0.0585 / 0.3443 hartree.

Entry 5:
C40H110F2N11O14PbS2 as an isolated structure, computed with the ωB97M-V functional and the def2-TZVPD basis.

The geometry in ORCA input format:
```
! wB97M-V def2-TZVPD RIJCOSX def2/J DEFGRID3
* xyz 1 1
Pb -1.074 0.335 3.669
N -0.333 -0.125 1.372
S -0.769 -0.395 -0.082
O -0.695 -1.788 -0.555
O -0.570 0.634 -1.111
F -2.357 -0.273 0.170
S 1.291 -0.019 0.782
O 1.707 1.304 0.385
O 1.875 -1.183 0.068
F 2.058 -0.162 2.192
C 6.773 -3.329 4.806
C 6.628 -1.787 5.134
C 5.224 -1.353 4.867
O 4.604 -1.686 3.604
C 5.351 -1.273 2.480
N 7.078 -1.578 6.522
H 6.252 -3.974 5.514
H 7.779 -3.745 4.868
H 6.442 -3.526 3.787
H 7.368 -1.243 4.548
H 5.064 -0.307 5.125
H 4.657 -1.771 5.698
H 5.785 -0.279 2.589
H 4.740 -1.316 1.579
H 6.171 -1.929 2.187
H 6.605 -2.143 7.213
H 6.825 -0.629 6.755
C 4.086 -4.099 -5.913
C 3.052 -2.988 -5.758
C 2.122 -3.173 -4.550
O 2.850 -3.206 -3.293
C 2.015 -3.320 -2.125
N 3.666 -1.693 -5.705
H 4.634 -4.279 -4.988
H 4.808 -3.781 -6.665
H 3.764 -5.114 -6.144
H 2.389 -3.023 -6.622
H 1.446 -4.027 -4.586
H 1.456 -2.311 -4.508
H 1.460 -2.402 -1.932
H 2.771 -3.463 -1.353
H 1.245 -4.087 -2.206
H 3.892 -1.643 -4.722
H 2.888 -1.049 -5.693
C 6.197 -3.203 -0.857
C 6.244 -1.990 -1.736
C 5.131 -0.960 -1.487
O 5.340 0.171 -2.331
C 4.901 1.381 -1.819
N 7.607 -1.493 -1.526
H 6.345 -2.967 0.197
H 6.862 -3.983 -1.226
H 5.212 -3.667 -0.905
H 6.136 -2.313 -2.771
H 5.221 -0.730 -0.426
H 4.117 -1.359 -1.492
H 5.427 1.559 -0.880
H 3.816 1.313 -1.752
H 5.017 2.280 -2.424
H 8.223 -2.208 -1.886
H 7.741 -0.724 -2.167
C -4.705 4.880 -0.945
C -5.071 3.698 -0.002
C -4.494 2.383 -0.462
O -4.945 1.924 -1.768
C -6.271 1.510 -1.758
N -4.603 3.978 1.387
H -4.888 4.619 -1.988
H -3.645 5.123 -0.880
H -5.378 5.724 -0.800
H -6.158 3.623 -0.030
H -4.600 1.682 0.367
H -3.444 2.635 -0.608
H -6.523 0.714 -1.057
H -6.383 1.099 -2.761
H -7.035 2.286 -1.718
H -4.074 4.838 1.359
H -5.380 4.138 2.012
C 1.594 0.625 -3.380
C 1.623 1.383 -4.685
C 2.839 2.321 -4.677
O 2.616 3.388 -5.613
C 3.763 4.117 -5.905
N 1.563 0.405 -5.732
H 0.663 0.060 -3.341
H 1.675 1.182 -2.447
H 2.375 -0.132 -3.300
H 0.696 1.956 -4.709
H 3.753 1.735 -4.771
H 2.860 2.907 -3.758
H 3.516 5.076 -6.360
H 4.557 3.519 -6.352
H 4.129 4.499 -4.952
H 0.692 -0.101 -5.667
H 1.593 0.915 -6.603
C -0.590 -4.445 3.142
C -0.623 -3.108 3.878
C 0.838 -2.559 4.040
O 0.712 -1.245 4.608
C 1.396 -1.088 5.816
N -1.343 -2.182 3.001
H -1.566 -4.889 2.946
H -0.198 -5.337 3.630
H -0.176 -4.351 2.138
H -1.119 -3.176 4.846
H 1.394 -2.575 3.103
H 1.405 -3.245 4.669
H 2.465 -1.287 5.729
H 0.937 -1.702 6.591
H 1.236 -0.059 6.135
H -2.228 -2.444 2.590
H -0.720 -2.044 2.219
C -3.698 3.206 -4.636
C -2.408 2.607 -4.054
C -1.522 3.454 -3.090
O -0.846 4.557 -3.745
C 0.336 4.975 -3.078
N -2.718 1.366 -3.347
H -3.992 2.718 -5.565
H -3.472 4.264 -4.770
H -4.565 3.103 -3.984
H -1.743 2.311 -4.865
H -0.699 2.893 -2.647
H -2.228 3.745 -2.312
H 1.114 4.232 -3.253
H 0.069 5.190 -2.043
H 0.817 5.840 -3.534
H -2.037 1.056 -2.669
H -3.535 1.562 -2.787
C -1.051 4.560 0.958
C -0.722 3.403 1.863
C 0.567 3.538 2.644
O 0.786 2.356 3.432
C 1.947 2.437 4.323
N -1.886 3.138 2.705
H -2.064 4.462 0.569
H -0.433 4.342 0.087
H -0.908 5.513 1.466
H -0.578 2.531 1.225
H 0.545 4.443 3.252
H 1.432 3.641 1.989
H 2.822 2.809 3.790
H 2.078 1.455 4.778
H 1.759 3.186 5.093
H -2.710 3.302 2.145
H -1.911 3.895 3.373
C -3.022 -4.319 0.371
C -4.156 -3.338 0.683
C -5.565 -3.870 0.447
O -5.848 -4.301 -0.874
C -5.851 -3.269 -1.799
N -3.955 -2.945 2.072
H -3.031 -4.544 -0.695
H -3.140 -5.261 0.907
H -2.053 -3.870 0.593
H -4.054 -2.541 -0.053
H -6.219 -3.029 0.680
H -5.901 -4.655 1.124
H -6.630 -2.553 -1.536
H -6.226 -3.615 -2.762
H -4.862 -2.829 -1.930
H -3.965 -3.793 2.620
H -4.785 -2.469 2.396
C -4.701 2.029 4.567
C -4.762 0.674 3.858
C -6.096 0.470 3.070
O -6.401 -0.879 2.811
C -7.675 -1.069 2.187
N -3.571 0.505 3.101
H -3.732 2.082 5.062
H -5.506 2.087 5.300
H -4.790 2.886 3.900
H -4.728 0.021 4.731
H -6.133 0.973 2.104
H -6.926 0.859 3.660
H -7.769 -0.677 1.174
H -8.454 -0.485 2.676
H -7.915 -2.132 2.160
H -3.858 -0.328 2.608
H -3.555 1.212 2.380
*
```

The calculation puts the HOMO energy at -9.84 eV. The value obtained for the energy relative to the best compared isomer or geometry (same formula, charge and spin) is 247.18 kJ/mol. For the gap between HOMO and LUMO, the calculation gives 0.2219 hartree.

Entry 6:
C5H11O2Pr as an isolated structure, computed with the ωB97M-V functional and the def2-TZVPD basis.

The geometry in ORCA input format:
```
! wB97M-V def2-TZVPD RIJCOSX def2/J DEFGRID3
* xyz 2 3
C -1.520 -0.565 0.486
C -2.455 -0.335 -0.684
H -0.288 -1.378 -0.206
H -1.590 -1.571 0.917
H -2.115 0.497 -1.314
H -3.456 -0.089 -0.302
H -2.547 -1.232 -1.310
O 3.219 0.278 0.200
C 2.357 -0.782 0.131
C 0.932 -0.545 -0.283
O 0.185 0.368 0.433
C 0.485 1.835 0.358
Pr 2.955 2.357 0.415
H 2.270 -1.330 1.096
H 2.700 -1.551 -0.598
H 0.827 -0.366 -1.362
H -0.065 2.219 1.227
H -0.036 2.164 -0.553
H -1.860 0.025 1.348
*
```

Its expectation value of S² is 2.0068. The calculation puts the HOMO energy (alpha / beta) at -17.20 / -17.17 eV. For the gap between HOMO and LUMO (alpha / beta), the calculation gives 0.2842 / 0.3106 hartree.

Values for max |F|, eV/A, ordered as above
2.83 3.39 2.02 4.78 10.28 4.96